(1)
Entry from the Open Molecules 2025 dataset: C27H20BrCl2HfN6O5S as an isolated structure at a distorted geometry (ωB97M-V with the def2-TZVPD basis set).

Properties
- HOMO level: -10.35 eV
- LUMO: -3.68 eV
- Net charge: +1
- Frontier orbital gap: 0.2451 hartree

Element x y z (Å)
Hf1 -0.139 -0.076 -0.239
O1 -0.814 -2.253 3.218
C1 -0.332 -1.714 2.250
O2 -0.859 -0.742 1.578
C2 1.025 -2.126 1.686
C3 1.853 -3.152 2.120
C4 3.042 -3.368 1.429
C5 3.386 -2.551 0.356
C6 2.494 -1.550 -0.009
N1 1.359 -1.364 0.652
C7 2.599 -0.555 -1.164
O3 3.517 -0.563 -1.942
O4 1.573 0.242 -1.191
H1 1.554 -3.760 2.958
H2 3.698 -4.174 1.725
H3 4.305 -2.678 -0.193
Cl1 -0.343 -0.610 -3.089
C8 0.161 1.010 -3.592
Cl2 -0.181 2.101 -2.247
H4 -0.418 1.309 -4.466
H5 1.236 0.996 -3.784
Br1 -2.770 -5.441 -5.970
C9 -3.824 -5.127 -4.422
C10 -4.170 -3.823 -4.092
C11 -4.868 -3.582 -2.929
C12 -5.230 -4.647 -2.093
C13 -4.952 -5.959 -2.488
C14 -4.232 -6.199 -3.639
N2 -5.902 -4.489 -0.888
N3 -5.714 -3.554 -0.119
C15 -4.726 -2.595 -0.211
C16 -5.096 -1.265 -0.079
C17 -4.176 -0.234 -0.219
C18 -2.833 -0.494 -0.461
O5 -1.939 0.469 -0.648
C19 -2.408 -1.856 -0.513
N4 -1.079 -2.090 -0.694
C20 -0.648 -3.338 -0.706
C21 -1.480 -4.434 -0.470
C22 -2.824 -4.222 -0.274
C23 -3.340 -2.918 -0.349
H6 -3.888 -3.009 -4.743
H7 -5.163 -2.572 -2.685
H8 -5.279 -6.773 -1.860
H9 -3.999 -7.210 -3.934
H10 -6.141 -1.038 0.068
H11 -4.506 0.792 -0.169
H12 0.411 -3.489 -0.889
H13 -1.058 -5.426 -0.428
H14 -3.480 -5.045 -0.031
C24 -2.481 3.802 0.211
N5 -2.605 2.872 1.298
C25 -3.739 2.611 2.018
C26 -3.451 1.618 2.894
N6 -2.138 1.292 2.705
C27 -1.630 2.042 1.706
S1 -0.011 2.072 1.153
H15 -3.231 4.584 0.311
H16 -2.612 3.281 -0.741
H17 -1.486 4.243 0.232
H18 -4.650 3.154 1.868
H19 -4.061 1.128 3.627
H20 -1.652 0.520 3.143

=====

(2)
Entry from the Open Molecules 2025 dataset: one molecule with the formula C4H8O3 (ωB97M-V with the def2-TZVPD basis set).

Properties
- HOMO level: -10.21 eV
- LUMO: 0.84 eV
- Net charge: 0
- Frontier orbital gap: 0.4062 hartree
- SMILES: C[C@@H](O)COC=O

Element x y z (Å)
C1 1.371 -1.509 -0.168
C2 0.298 -0.537 0.312
O1 0.897 0.289 1.276
C3 -0.169 0.240 -0.919
O2 -1.235 1.224 -0.832
C4 -1.773 1.702 0.276
O3 -1.554 1.385 1.423
H1 2.196 -0.947 -0.622
H2 0.980 -2.230 -0.894
H3 1.774 -2.059 0.685
H4 -0.549 -1.094 0.740
H5 0.162 0.760 1.700
H6 -0.528 -0.465 -1.674
H7 0.682 0.793 -1.325
H8 -2.505 2.478 0.004

=====

(3)
Entry from the Open Molecules 2025 dataset: C5H30NO11 as an isolated structure at a distorted geometry (ωB97M-V with the def2-TZVPD basis set).

Properties
- HOMO level: -5.60 eV
- LUMO: 2.90 eV
- Net charge: -1
- Frontier orbital gap: 0.3125 hartree

Element x y z (Å)
C1 -0.499 0.216 -2.301
O1 0.555 0.413 -3.191
C2 -1.633 1.171 -2.665
C3 -2.895 0.668 -1.840
C4 -2.852 0.251 -0.426
C5 -2.606 -0.990 -0.084
N1 -3.052 -1.573 1.155
H1 -0.736 -0.862 -2.575
H2 -0.042 0.224 -1.254
H3 -1.444 2.151 -2.449
H4 -1.906 1.110 -3.641
H5 -3.032 -0.283 -2.338
H6 -3.706 1.332 -2.013
H7 -3.259 0.818 0.411
H8 -2.163 -1.745 -0.789
H9 -3.296 -0.857 1.856
H10 -2.371 -2.241 1.466
H11 3.237 1.704 1.225
H12 3.070 2.799 0.130
O2 3.292 2.721 1.071
H13 2.566 0.055 2.614
H14 1.495 -1.330 2.989
O3 1.249 -0.695 2.391
H15 0.436 2.730 -0.027
H16 -0.601 3.030 0.767
O4 -0.314 3.401 -0.046
H17 -0.361 -0.923 2.547
H18 -1.093 -1.844 3.438
O5 -1.233 -1.116 2.832
H19 3.356 0.038 1.343
H20 0.944 -1.190 1.144
O6 3.470 0.296 2.283
H21 0.603 1.252 -3.566
H22 -0.571 -0.984 0.328
O7 0.321 -1.659 0.205
H23 2.302 -2.607 -1.784
H24 1.703 -2.033 -0.669
O8 2.553 -2.387 -0.849
H25 1.386 2.009 -1.019
H26 1.429 1.559 -2.353
O9 1.725 2.382 -1.844
H27 -0.475 -3.505 1.395
H28 0.867 -3.220 1.035
O10 0.397 -3.951 1.237
H29 1.314 1.809 1.702
H30 0.880 0.491 1.289
O11 0.989 1.362 0.871

=====

(4)
Entry from the Open Molecules 2025 dataset: C32H35BFeN10S3 as an isolated structure (ωB97M-V with the def2-TZVPD basis set).

Properties
- HOMO level (spin up / spin down): -5.47 / -5.67 eV
- LUMO (spin up / spin down): 2.16 / 0.32 eV
- Net charge: -1
- Frontier orbital gap (spin up / spin down): 0.2803 / 0.2199 hartree
- 2S+1: 6
- Expectation value of S²: 8.768

Element x y z (Å)
Fe1 -0.171 0.429 0.323
C1 -2.468 -0.532 3.231
C2 -2.143 -2.028 3.262
C3 -3.425 -2.866 3.187
C4 -1.140 -2.535 2.257
C5 -0.524 -3.790 2.390
C6 0.345 -3.864 1.330
N1 0.233 -2.734 0.617
N2 -0.687 -1.907 1.173
B1 1.059 -2.416 -0.644
N3 2.203 -1.433 -0.367
C7 3.509 -1.693 -0.490
C8 4.205 -0.538 -0.211
C9 3.217 0.411 0.090
N4 2.008 -0.139 -0.037
C10 3.459 1.825 0.541
C11 4.708 2.405 -0.118
C12 3.570 1.934 2.063
N5 0.161 -1.909 -1.779
C13 0.004 -2.521 -2.955
C14 -0.941 -1.832 -3.676
C15 -1.330 -0.780 -2.839
N6 -0.646 -0.830 -1.687
C16 -2.412 0.226 -3.145
C17 -3.117 -0.092 -4.462
C18 -1.891 1.657 -3.157
H1 -2.442 -0.119 4.239
H2 -1.750 0.036 2.640
H3 -3.463 -0.353 2.824
H4 -1.679 -2.239 4.232
H5 -3.925 -2.700 2.231
H6 -3.223 -3.932 3.278
H7 -4.113 -2.576 3.981
H8 -0.678 -4.513 3.168
H9 1.034 -4.629 1.028
H10 1.567 -3.450 -1.005
H11 3.843 -2.675 -0.765
H12 5.268 -0.404 -0.208
H13 2.607 2.426 0.220
H14 5.609 1.884 0.213
H15 4.660 2.343 -1.205
H16 4.817 3.455 0.157
H17 4.426 1.362 2.427
H18 3.712 2.977 2.348
H19 2.677 1.561 2.564
H20 0.569 -3.406 -3.184
H21 -1.305 -2.062 -4.657
H22 -3.164 0.149 -2.353
H23 -2.423 -0.027 -5.301
H24 -3.560 -1.088 -4.463
H25 -3.912 0.633 -4.637
H26 -1.165 1.802 -3.958
H27 -2.709 2.363 -3.301
H28 -1.402 1.891 -2.213
S1 1.639 2.700 -2.531
C19 0.270 3.419 -1.860
S2 0.071 2.792 -0.264
C20 -0.547 4.366 -2.429
C21 -0.302 4.858 -3.744
N7 -0.092 5.238 -4.810
C22 -1.735 4.774 -1.755
N8 -2.716 5.061 -1.222
S3 -4.758 1.589 -0.255
C23 -4.530 -0.105 -0.185
C24 -3.220 -0.387 -0.001
N9 -2.399 0.712 0.084
C25 -3.086 1.812 -0.028
H29 -5.348 -0.791 -0.287
H30 -2.773 -1.360 0.073
H31 -2.648 2.795 -0.010
N10 1.340 1.388 7.613
C26 1.132 1.260 6.491
C27 0.864 1.099 5.086
C28 0.141 2.067 4.397
C29 -0.116 1.885 3.046
C30 0.307 0.757 2.326
C31 1.045 -0.182 3.066
C32 1.327 -0.028 4.411
H32 -0.207 2.947 4.920
H33 -0.673 2.666 2.538
H34 1.426 -1.068 2.573
H35 1.900 -0.773 4.948

=====

(5)
Entry from the Open Molecules 2025 dataset: one molecule with the formula C15H17FN2O2S (ωB97M-V with the def2-TZVPD basis set).

Properties
- HOMO level: -8.90 eV
- LUMO: 0.60 eV
- Net charge: 0
- Frontier orbital gap: 0.3491 hartree
- SMILES: Cc1ccc(CNS(=O)(=O)NCc2ccccc2F)cc1

Element x y z (Å)
C1 1.903 0.114 -4.880
C2 0.977 0.184 -3.704
C3 0.462 1.406 -3.285
C4 -0.396 1.482 -2.207
C5 -0.767 0.334 -1.513
C6 -1.721 0.456 -0.353
N1 -1.752 -0.726 0.483
S1 -2.125 -0.519 2.102
O1 -2.457 0.844 2.359
O2 -3.030 -1.567 2.451
N2 -0.717 -0.847 2.899
C7 0.363 0.098 2.741
C8 1.193 -0.084 1.494
C9 1.687 -1.328 1.120
C10 2.484 -1.475 -0.001
C11 2.818 -0.374 -0.771
C12 2.343 0.876 -0.423
C13 1.536 0.998 0.693
F1 1.076 2.228 1.015
C14 -0.260 -0.886 -1.930
C15 0.602 -0.957 -3.012
H1 2.375 -0.863 -4.947
H2 2.678 0.876 -4.805
H3 1.353 0.291 -5.803
H4 0.742 2.308 -3.811
H5 -0.782 2.439 -1.890
H6 -2.723 0.701 -0.735
H7 -1.421 1.282 0.295
H8 -2.326 -1.468 0.115
H9 -0.464 -1.816 2.805
H10 1.013 0.024 3.621
H11 -0.111 1.081 2.746
H12 1.451 -2.191 1.724
H13 2.854 -2.453 -0.270
H14 3.447 -0.486 -1.639
H15 2.581 1.754 -1.002
H16 -0.527 -1.785 -1.399
H17 0.988 -1.919 -3.319

=====

(6)
Entry from the Open Molecules 2025 dataset: a 10-piece molecular cluster, C5H29NO10 overall at a distorted geometry (ωB97M-V with the def2-TZVPD basis set).

Properties
- HOMO level: -9.44 eV
- LUMO: 0.14 eV
- Net charge: 0
- Frontier orbital gap: 0.3521 hartree
- SMILES: CC(C)[C@H](N)C=O.O.O.O.O.O.O.O.O.O

Element x y z (Å)
C1 -1.503 1.416 0.663
C2 -0.333 0.557 1.107
C3 -0.665 -0.406 2.243
C4 0.119 -0.250 -0.195
N1 -1.002 -0.968 -0.744
C5 1.185 -1.269 0.155
O1 2.350 -0.960 -0.002
H1 -2.053 1.074 -0.172
H2 -2.050 1.522 1.650
H3 -1.315 2.485 0.534
H4 0.397 1.260 1.443
H5 -0.876 -1.466 2.034
H6 -1.515 -0.028 2.851
H7 -0.034 -0.542 3.146
H8 0.594 0.527 -0.837
H9 -0.841 -1.375 -1.631
H10 -1.564 -1.477 -0.090
H11 0.877 -2.301 0.374
O2 -0.284 2.040 -3.005
H12 -1.210 2.013 -2.770
H13 0.075 1.138 -2.899
O3 2.438 2.182 0.803
H14 2.479 1.408 0.239
H15 2.283 2.870 0.111
O4 1.742 2.890 -1.601
H16 2.129 3.766 -1.910
H17 0.820 2.786 -1.939
O5 2.346 0.779 3.836
H18 1.952 1.636 3.675
H19 2.298 0.255 3.015
O6 0.904 -0.396 -3.302
H20 0.571 -0.631 -4.182
H21 1.872 -0.146 -3.324
O7 -0.896 -2.997 4.012
H22 -0.278 -3.605 3.601
H23 -0.686 -2.106 3.731
O8 3.170 0.414 -2.211
H24 2.851 1.322 -2.052
H25 2.967 -0.065 -1.363
O9 -3.588 -1.715 -3.083
H26 -3.939 -0.844 -3.280
H27 -3.176 -1.518 -2.200
O10 -2.788 -2.760 0.974
H28 -2.756 -3.688 0.700
H29 -3.067 -2.826 1.895

=====

(7)
Entry from the Open Molecules 2025 dataset: one molecule with the formula C5H8O (ωB97M-V with the def2-TZVPD basis set).

Properties
- HOMO level: -9.58 eV
- LUMO: 1.00 eV
- Net charge: 0
- Frontier orbital gap: 0.3887 hartree
- SMILES: O[C@@H]1C=CCC1

Element x y z (Å)
O1 -0.451 1.727 -1.202
C1 -0.642 0.369 -0.813
C2 -1.099 0.191 0.618
C3 -0.183 -0.421 1.367
C4 1.114 -0.623 0.624
C5 0.683 -0.433 -0.844
H1 -0.997 2.291 -0.640
H2 -1.367 -0.086 -1.504
H3 -2.067 0.536 0.976
H4 -0.327 -0.731 2.399
H5 1.585 -1.596 0.810
H6 1.834 0.141 0.950
H7 0.481 -1.420 -1.273
H8 1.435 0.057 -1.468

=====

(8)
Entry from the Open Molecules 2025 dataset: a 2-piece molecular cluster, C4H12NO2P overall at a distorted geometry (ωB97M-V with the def2-TZVPD basis set).

Properties
- HOMO level: -8.04 eV
- LUMO: 0.84 eV
- Net charge: 0
- Frontier orbital gap: 0.3263 hartree

Element x y z (Å)
C1 -0.878 -1.551 -1.093
C2 0.632 -0.441 1.820
C3 -1.297 -0.315 -0.357
C4 0.458 0.406 0.594
N1 1.544 0.348 -0.300
O1 1.489 2.759 1.240
O2 -0.120 2.680 -0.644
P1 0.003 2.195 0.946
H1 -1.734 -2.027 -1.578
H2 -0.152 -1.315 -1.872
H3 -0.436 -2.284 -0.417
H4 -0.214 -0.312 2.489
H5 1.541 -0.145 2.348
H6 0.722 -1.496 1.557
H7 -1.607 0.498 -0.997
H8 -1.961 -0.478 0.478
H9 1.357 0.852 -1.159
H10 1.865 -0.592 -0.496
H11 2.128 2.408 0.606
H12 -1.009 2.959 -0.860

=====

(9)
Entry from the Open Molecules 2025 dataset: C4H3N2 as an isolated structure at a distorted geometry (ωB97M-V with the def2-TZVPD basis set).

Properties
- HOMO level (spin up / spin down): -14.65 / -15.17 eV
- LUMO (spin up / spin down): -7.50 / -8.62 eV
- Net charge: +1
- Frontier orbital gap (spin up / spin down): 0.2626 / 0.2405 hartree
- 2S+1: 3
- Expectation value of S²: 2.023

Element x y z (Å)
C1 -2.166 -0.552 -0.108
C2 -1.152 1.182 0.267
C3 -0.506 0.013 -0.158
C4 2.294 -0.685 -0.009
N1 -2.401 0.718 0.019
N2 -1.118 -1.139 -0.390
H1 -0.710 2.239 0.370
H2 3.115 -0.331 -0.559
H3 2.644 -1.445 0.568

=====

(10)
Entry from the Open Molecules 2025 dataset: a 3-piece molecular cluster, C3H14NO3 overall at a distorted geometry (ωB97M-V with the def2-TZVPD basis set).

Properties
- HOMO level: -14.58 eV
- LUMO: -2.99 eV
- Net charge: +1
- Frontier orbital gap: 0.4260 hartree

Element x y z (Å)
C1 0.090 1.518 0.441
O1 -1.263 1.415 0.034
C2 0.679 0.140 0.744
C3 1.685 0.264 1.918
N1 -0.445 -0.753 1.177
H1 0.774 1.991 -0.262
H2 0.068 2.113 1.352
H3 -1.452 1.866 -0.797
H4 1.231 -0.311 -0.074
H5 1.707 1.270 2.339
H6 2.703 0.121 1.580
H7 1.488 -0.435 2.728
H8 -0.965 -0.300 1.912
H9 -1.036 -1.040 0.354
H10 -0.061 -1.642 1.510
H11 -1.060 -1.647 -1.784
H12 -2.460 -1.163 -1.703
O2 -1.720 -1.371 -1.117
H13 -0.400 0.015 -3.443
H14 0.251 -1.375 -3.783
O3 0.187 -0.675 -3.126

=====

(11)
Entry from the Open Molecules 2025 dataset: a 2-piece molecular cluster, C2H3NO3P overall at a distorted geometry (ωB97M-V with the def2-TZVPD basis set).

Properties
- HOMO level: -3.34 eV
- LUMO: 3.58 eV
- Net charge: -1
- Frontier orbital gap: 0.2542 hartree

Element x y z (Å)
C1 -0.478 0.413 -0.716
C2 -0.631 1.754 0.156
N1 -1.131 0.002 -1.687
O1 -0.775 2.738 -0.586
O2 -0.512 1.613 1.426
O3 0.953 -2.033 0.207
P1 0.590 -0.741 1.197
H1 -1.175 -0.970 -1.874
H2 1.237 -2.770 0.772
H3 1.922 -0.007 1.106

=====

(12)
Entry from the Open Molecules 2025 dataset: a 2-piece molecular cluster, C3H8NO overall at a distorted geometry (ωB97M-V with the def2-TZVPD basis set).

Properties
- HOMO level: -14.06 eV
- LUMO: -5.70 eV
- Net charge: +1
- Frontier orbital gap: 0.3072 hartree

Element x y z (Å)
C1 -0.793 0.634 -2.087
N1 -0.902 -0.499 -1.510
H1 -0.400 0.679 -3.098
H2 -1.278 1.459 -1.580
H3 -0.830 -0.397 -0.486
H4 -0.709 -1.427 -1.869
C2 0.762 -1.104 1.807
C3 0.585 0.195 1.678
O1 0.348 0.799 0.412
H5 0.730 -1.636 2.746
H6 0.942 -1.686 0.909
H7 0.384 0.908 2.467
H8 1.226 1.041 0.088